Entry from the Open Molecules 2025 dataset: a cluster of 7 separate species, C44H63F40O6P in total (wB97M-V/def2-TZVPD).

## Properties
orbital gap = 8.33 eV
HOMO level = -8.02 eV
total charge = 0

Cartesian coordinates (Å):
C1 5.23 3.53 5.96
C2 4.05 2.75 6.62
C3 3.32 1.96 5.52
C4 2.91 2.94 4.38
P1 1.81 2.27 3.09
C5 1.31 3.40 1.85
C6 2.39 4.11 0.97
C7 2.35 5.59 0.90
C8 2.39 6.38 2.18
C9 2.61 0.83 2.40
C10 3.96 1.15 1.74
C11 4.73 -0.13 1.70
C12 5.26 -0.58 3.03
C13 0.26 1.74 3.90
C14 -0.43 2.78 4.82
C15 -1.76 2.16 5.22
C16 -1.78 0.86 6.04
H1 6.03 3.70 6.65
H2 4.88 4.51 5.49
H3 5.66 2.97 5.07
H4 3.23 3.31 7.09
H5 4.57 2.13 7.38
H6 2.37 1.62 5.94
H7 3.85 1.07 5.25
H8 3.77 3.46 3.93
H9 2.39 3.79 4.89
H10 0.73 4.12 2.45
H11 0.56 2.84 1.27
H12 2.38 3.74 -0.06
H13 3.41 3.82 1.34
H14 1.44 6.00 0.50
H15 3.09 5.96 0.15
H16 2.50 7.42 1.99
H17 3.13 6.06 2.90
H18 1.41 6.29 2.70
H19 1.83 0.65 1.64
H20 2.68 0.07 3.20
H21 4.66 1.94 2.23
H22 3.82 1.57 0.74
H23 5.44 -0.15 0.85
H24 4.14 -0.89 1.23
H25 5.47 0.21 3.75
H26 6.26 -1.06 2.96
H27 4.57 -1.31 3.60
H28 0.50 0.89 4.58
H29 -0.39 1.36 3.13
H30 -0.54 3.69 4.26
H31 0.12 3.09 5.75
H32 -2.34 1.93 4.30
H33 -2.39 2.97 5.70
H34 -2.84 0.66 6.33
H35 -1.24 0.92 6.99
H36 -1.49 -0.08 5.44
C17 -0.57 -1.07 -0.66
C18 0.58 -0.26 -0.08
C19 1.38 0.37 -1.19
O1 0.05 0.64 0.83
H37 -1.25 -0.47 -1.25
H38 -0.94 -1.58 0.23
H39 -0.19 -1.82 -1.35
H40 1.25 -1.00 0.38
H41 0.72 0.99 -1.83
H42 1.91 -0.38 -1.75
H43 2.09 1.11 -0.73
C20 -1.83 -4.74 -5.93
C21 -2.85 -3.64 -6.04
C22 -4.23 -4.05 -5.41
F1 -5.15 -3.18 -5.79
F2 -4.50 -5.29 -5.92
F3 -2.43 -2.46 -5.38
F4 -3.04 -3.23 -7.29
O2 -1.89 -5.13 -4.50
C23 -1.96 -6.48 -4.20
C24 -2.36 -6.59 -2.72
F5 -3.59 -6.16 -2.59
F6 -2.37 -7.93 -2.42
F7 -2.85 -7.15 -4.95
F8 -0.74 -6.98 -4.44
H44 -0.79 -4.53 -6.20
H45 -2.16 -5.52 -6.58
H46 -4.31 -4.01 -4.35
H47 -1.71 -5.98 -2.05
C25 -2.39 2.67 -2.45
C26 -2.40 4.14 -2.13
C27 -1.71 4.43 -0.81
F9 -0.39 4.45 -1.10
F10 -1.98 5.62 -0.25
F11 -1.82 4.93 -3.07
F12 -3.67 4.67 -1.94
O3 -2.90 2.49 -3.76
C28 -3.04 1.24 -4.08
C29 -3.72 1.05 -5.47
F13 -5.10 1.03 -5.45
F14 -3.37 2.13 -6.15
F15 -1.71 0.69 -4.20
F16 -3.60 0.35 -3.18
H48 -2.95 2.19 -1.68
H49 -1.34 2.30 -2.37
H50 -1.89 3.65 -0.05
H51 -3.29 0.10 -5.89
C30 1.59 0.82 -4.92
C31 2.08 0.19 -6.17
C32 2.11 -1.34 -6.13
F17 2.58 -1.74 -4.95
F18 0.83 -1.88 -6.28
F19 1.47 0.62 -7.33
F20 3.42 0.55 -6.37
O4 2.07 2.14 -4.94
C33 1.24 3.12 -4.76
C34 1.91 4.50 -4.79
F21 0.91 5.38 -4.71
F22 2.68 4.70 -3.71
F23 0.17 3.09 -5.60
F24 0.64 2.98 -3.49
H52 2.07 0.28 -4.12
H53 0.54 0.71 -4.78
H54 2.68 -1.71 -6.95
H55 2.50 4.67 -5.68
C35 -0.19 -4.05 1.97
C36 0.46 -3.20 3.05
C37 -0.24 -1.87 3.35
F25 -1.58 -2.06 3.56
F26 0.32 -1.43 4.47
F27 0.49 -3.94 4.22
F28 1.75 -2.95 2.72
O5 0.59 -5.26 1.92
C38 0.60 -5.93 0.76
C39 1.33 -7.20 0.95
F29 1.02 -8.03 -0.09
F30 2.62 -6.97 1.04
F31 -0.64 -6.21 0.38
F32 1.06 -5.21 -0.32
H56 -0.15 -3.44 1.06
H57 -1.25 -4.33 2.24
H58 -0.07 -1.18 2.55
H59 0.87 -7.66 1.89
C40 -4.61 -1.97 -0.03
C41 -4.05 -3.43 0.13
C42 -4.21 -3.82 1.62
F33 -5.50 -4.00 1.92
F34 -3.43 -4.92 1.92
F35 -4.76 -4.28 -0.63
F36 -2.79 -3.58 -0.22
O6 -3.55 -1.15 0.50
C43 -3.82 0.16 0.78
C44 -2.64 0.76 1.57
F37 -3.06 2.06 1.95
F38 -2.64 0.15 2.76
F39 -4.00 0.76 -0.41
F40 -4.99 0.25 1.47
H60 -5.44 -1.91 0.66
H61 -4.70 -1.68 -1.07
H62 -3.85 -2.99 2.22
H63 -1.68 0.84 1.10

Here are the Löwdin charges for atoms 1 to 8, given in e:
1. C -0.11
2. C -0.24
3. C -0.23
4. C -0.27
5. P 1.00
6. C -0.25
7. C -0.22
8. C -0.29

=====

Entry from the Open Molecules 2025 dataset: a structure of composition C44H63N4SbSr (wB97M-V/def2-TZVPD).

## Properties
orbital gap (spin up / spin down) = 3.85 / 4.71 eV
HOMO level (spin up / spin down) = -4.12 / -5.26 eV
total charge = 0

Cartesian coordinates (Å):
Sr1 -2.00 0.18 0.66
N1 -0.38 2.45 -1.70
C1 -0.40 3.90 -1.62
C2 -1.22 4.50 -0.48
N2 -2.60 4.01 -0.54
H1 0.02 1.99 -0.85
H2 -1.35 2.11 -1.70
H3 -0.82 4.26 -2.57
H4 0.62 4.25 -1.52
H5 -1.25 5.59 -0.61
H6 -0.76 4.18 0.46
H7 -3.09 4.42 0.26
H8 -2.53 2.99 -0.32
C3 4.16 1.18 -3.02
C4 2.94 1.98 -2.56
C5 2.35 2.80 -3.71
C6 3.31 2.83 -1.37
C7 4.15 3.93 -1.45
C8 4.50 4.62 -0.30
C9 3.98 4.25 0.92
C10 3.15 3.15 1.05
C11 2.50 2.79 2.37
C12 3.54 2.38 3.41
C13 1.69 3.99 2.87
C14 2.85 2.41 -0.11
N3 2.03 1.31 -0.06
C15 2.33 0.18 0.43
C16 1.30 -0.87 0.49
N4 0.07 -0.55 0.16
C17 -0.74 -1.70 0.06
C18 -1.40 -2.20 1.16
C19 -1.95 -3.48 1.08
C20 -1.71 -4.31 0.00
C21 -1.16 -3.76 -1.14
C22 -0.66 -2.47 -1.14
C23 -0.16 -1.92 -2.44
C24 1.35 -1.68 -2.46
C25 -0.93 -0.65 -2.80
C26 -1.57 -1.61 2.51
C27 -2.97 -1.14 2.28
C28 -1.57 -2.62 3.65
C29 1.93 -2.09 0.95
C30 1.51 -3.38 1.23
C31 2.44 -4.34 1.64
C32 3.78 -4.05 1.77
C33 4.26 -2.75 1.51
C34 5.59 -2.28 1.62
C35 5.88 -0.96 1.35
C36 4.90 -0.02 0.98
C37 3.60 -0.44 0.86
C38 3.31 -1.80 1.13
H9 3.89 0.50 -3.82
H10 4.57 0.61 -2.19
H11 4.94 1.85 -3.39
H12 2.15 1.30 -2.22
H13 2.98 3.65 -3.96
H14 1.37 3.13 -3.42
H15 2.27 2.18 -4.59
H16 4.54 4.23 -2.40
H17 5.18 5.46 -0.37
H18 4.25 4.82 1.80
H19 1.75 1.99 2.21
H20 4.23 3.19 3.62
H21 4.11 1.52 3.07
H22 3.03 2.12 4.33
H23 2.32 4.85 3.07
H24 1.17 3.70 3.77
H25 0.94 4.22 2.13
H26 -2.61 -3.83 1.87
H27 -2.05 -5.34 0.03
H28 -1.10 -4.36 -2.04
H29 -0.39 -2.69 -3.19
H30 1.59 -0.82 -1.86
H31 1.67 -1.50 -3.49
H32 1.88 -2.56 -2.09
H33 -0.62 0.17 -2.14
H34 -2.01 -0.82 -2.66
H35 -0.77 -0.41 -3.84
H36 -0.83 -0.86 2.80
H37 -3.66 -2.04 2.41
H38 -2.94 -1.06 1.20
H39 -3.44 -0.44 2.97
H40 -2.53 -3.14 3.73
H41 -1.44 -2.08 4.59
H42 -0.77 -3.36 3.53
H43 0.47 -3.66 1.15
H44 2.10 -5.34 1.86
H45 4.47 -4.83 2.06
H46 6.37 -2.96 1.91
H47 6.90 -0.63 1.44
H48 5.17 1.00 0.78
C39 -5.25 -3.10 0.50
C40 -4.29 -3.28 -0.57
Sb1 -3.56 -1.46 -0.57
C41 -4.67 -1.22 -2.28
C42 -6.01 -1.52 -1.73
C43 -4.46 0.04 0.76
C44 -5.34 1.08 0.08
H49 -6.01 -3.88 0.55
H50 -5.78 -2.15 0.50
H51 -4.67 -3.14 1.44
H52 -4.68 -3.46 -1.56
H53 -3.68 -4.12 -0.31
H54 -4.34 -2.06 -2.91
H55 -4.64 -0.28 -2.84
H56 -6.11 -2.56 -1.44
H57 -6.82 -1.34 -2.45
H58 -6.25 -0.93 -0.84
H59 -3.71 0.52 1.34
H60 -5.05 -0.53 1.57
H61 -5.14 1.10 -1.00
H62 -5.09 2.06 0.48
H63 -6.40 0.87 0.25

Here are the Löwdin charges for atoms 1 to 8, given in e:
1. Sr 1.32
2. N 0.01
3. C -0.28
4. C -0.28
5. N -0.01
6. H 0.05
7. H 0.04
8. H 0.12

=====

Entry from the Open Molecules 2025 dataset: a structure of composition C44H64N12OP2Sc (wB97M-V/def2-TZVPD).

## Properties
orbital gap = 8.15 eV
HOMO level = -15.30 eV
total charge = +3

Cartesian coordinates (Å):
Sc1 0.19 0.20 0.33
N1 -0.32 -0.13 2.62
C1 0.29 -1.14 3.52
C2 1.81 -1.01 3.50
C3 2.28 0.35 4.05
C4 3.05 1.15 3.02
N2 2.20 1.55 1.87
H1 -0.08 0.78 3.01
H2 -1.33 -0.20 2.72
H3 -0.01 -2.13 3.17
H4 -0.07 -1.01 4.54
H5 2.15 -1.12 2.47
H6 2.23 -1.82 4.08
H7 2.93 0.20 4.91
H8 1.43 0.94 4.42
H9 3.87 0.53 2.64
H10 3.50 2.03 3.49
H11 2.83 1.85 1.13
H12 1.71 2.40 2.13
C5 -5.43 1.08 0.68
N3 -4.71 -0.18 0.84
C6 -5.58 -1.35 1.01
C7 -4.60 -2.50 1.21
N4 -3.32 -1.88 0.90
C8 -2.15 -2.64 1.26
C9 -3.40 -0.53 0.73
N5 -2.35 0.23 0.49
C10 -2.65 1.64 0.23
C11 -1.54 2.40 -0.49
N6 -0.33 2.44 0.36
C12 0.20 3.65 0.49
N7 0.66 4.13 1.68
C13 -0.07 3.85 2.92
C14 1.22 5.48 1.50
C15 0.84 5.84 0.06
N8 0.35 4.57 -0.47
C16 0.34 4.33 -1.90
H13 -6.39 0.97 1.19
H14 -5.64 1.31 -0.37
H15 -4.92 1.92 1.15
H16 -6.21 -1.48 0.13
H17 -6.23 -1.21 1.88
H18 -4.79 -3.34 0.54
H19 -4.61 -2.87 2.23
H20 -2.25 -3.03 2.28
H21 -1.28 -2.00 1.20
H22 -2.02 -3.49 0.58
H23 -2.84 2.17 1.17
H24 -3.52 1.75 -0.41
H25 -1.92 3.40 -0.67
H26 -1.37 1.93 -1.45
H27 0.62 3.69 3.75
H28 -0.69 2.98 2.76
H29 -0.72 4.69 3.18
H30 2.30 5.47 1.64
H31 0.80 6.18 2.22
H32 1.69 6.19 -0.52
H33 0.06 6.61 -0.01
H34 1.22 4.79 -2.35
H35 -0.55 4.77 -2.37
H36 0.36 3.26 -2.10
N9 2.39 -2.17 -0.61
P1 2.92 -0.58 -0.29
C17 4.48 -0.88 0.59
C18 5.45 0.13 0.60
C19 6.63 -0.04 1.31
C20 6.85 -1.22 2.01
C21 5.91 -2.23 2.00
C22 4.72 -2.06 1.30
C23 3.59 0.07 -1.85
C24 4.54 -0.64 -2.58
C25 5.11 -0.08 -3.71
C26 4.74 1.21 -4.11
C27 3.80 1.92 -3.38
C28 3.22 1.35 -2.26
P2 0.74 -2.50 -0.45
C29 0.17 -3.03 -2.10
C30 -1.18 -2.89 -2.43
C31 -1.65 -3.37 -3.64
C32 -0.79 -3.99 -4.53
C33 0.56 -4.13 -4.21
C34 1.03 -3.66 -2.99
C35 0.76 -4.10 0.43
C36 1.44 -4.15 1.65
C37 1.50 -5.33 2.38
C38 0.85 -6.47 1.90
C39 0.15 -6.42 0.71
C40 0.10 -5.24 -0.03
H37 3.03 -2.85 -1.00
H38 5.29 1.03 0.03
H39 7.38 0.74 1.31
H40 7.77 -1.35 2.57
H41 6.09 -3.15 2.53
H42 3.99 -2.86 1.29
H43 4.86 -1.63 -2.26
H44 5.85 -0.62 -4.28
H45 5.20 1.65 -4.98
H46 3.53 2.92 -3.69
H47 2.46 1.88 -1.69
H48 -1.85 -2.41 -1.72
H49 -2.71 -3.29 -3.88
H50 -1.16 -4.38 -5.47
H51 1.23 -4.62 -4.90
H52 2.08 -3.80 -2.74
H53 1.94 -3.27 2.02
H54 2.04 -5.36 3.31
H55 0.90 -7.39 2.47
H56 -0.35 -7.30 0.33
H57 -0.44 -5.22 -0.96
C41 -1.03 -0.24 -6.48
N10 -1.01 -0.12 -5.03
C42 0.18 -0.08 -4.21
C43 -0.43 0.02 -2.83
O1 0.27 0.08 -1.78
N11 -1.75 0.00 -2.90
C44 -2.06 -0.08 -4.22
N12 -3.32 -0.13 -4.64
H58 -0.01 -0.32 -6.84
H59 -1.49 0.64 -6.94
H60 -1.58 -1.14 -6.79
H61 0.82 0.78 -4.44
H62 0.78 -1.00 -4.32
H63 -4.06 -0.09 -3.97
H64 -3.55 -0.14 -5.62

Here are the Löwdin charges for atoms 1 to 8, given in e:
1. Sc 1.00
2. N -0.03
3. C -0.22
4. C -0.19
5. C -0.17
6. C -0.22
7. N -0.01
8. H 0.06

=====

Max |F| list, top to bottom, in eV Å⁻¹: 3.32, 11.28, 1.36